[1]
Here is a 2-piece molecular cluster, C9H14 overall at a distorted geometry from OMol25. Energies are from wB97M-V/def2-TZVPD.

Summary:
Maximum force, eV/A: 3.06
Relative energy (zero: lowest compared OMol25 entry of this formula, charge and spin), kJ/mol: 140.90
Structure (SMILES): Cc1ccccc1.CC
Kohn-Sham gap, eV: 9.94

The geometry in XYZ format:
```
23
Properties=species:S:1:pos:R:3:forces:R:3:mulliken_charge:R:1
H -0.509 -3.441 -0.899 0.4031 0.8622 0.7291 0.34
C -0.024 -0.349 0.522 0.2811 -2.1464 -0.2728 -0.40
H 1.055 -0.622 0.722 -1.4752 0.5443 0.0259 0.38
C -2.666 0.170 0.071 -0.3332 -1.5073 -1.9375 -0.31
H -2.562 -1.671 -1.190 -1.2939 -0.5612 -0.3396 0.41
C 3.237 1.877 -1.325 2.2340 0.2212 -2.0462 -0.80
H 2.083 0.766 -0.016 -0.1488 -1.1400 0.3408 -0.17
H 2.875 2.927 -1.367 -0.1679 -0.8685 -0.6433 0.25
H 0.012 1.392 1.683 -0.1384 0.2938 -0.2157 0.37
H 2.972 1.164 -2.237 -0.0307 1.7534 1.9875 0.25
C -0.602 0.786 1.024 0.4340 0.2498 0.2675 -0.21
C 3.016 1.274 0.025 0.6584 -0.0588 0.2080 -0.49
C -1.955 1.071 0.804 0.5304 -0.2923 1.4218 -0.55
H -3.696 0.350 -0.174 -0.3692 0.1496 0.0842 0.34
C -0.089 -2.690 -0.162 -0.4983 -1.8173 -1.1438 -1.27
H -2.435 1.837 1.426 0.1130 -0.0582 -0.7693 0.32
H 0.973 -2.559 -0.384 -0.0804 -0.0434 -0.0511 0.33
H 4.375 1.944 -1.428 -1.3832 0.3230 -0.1961 0.25
H -0.146 -3.175 0.835 -0.0775 0.3597 -0.4794 0.28
C -0.787 -1.381 -0.149 0.2912 2.7263 1.3541 0.57
H 2.896 1.956 0.853 0.0556 0.8289 0.0088 0.31
H 3.957 0.753 0.258 -0.9630 -0.8401 0.2426 0.33
C -2.105 -1.029 -0.490 1.9589 1.0214 1.4244 -0.54
```
Positions in Å, forces in eV/Å.

[2]
Here is a 2-piece molecular cluster, C9H14 overall from OMol25. Energies are from wB97M-V/def2-TZVPD.

Summary:
Maximum force, eV/A: 0.90
Relative energy (zero: lowest compared OMol25 entry of this formula, charge and spin), kJ/mol: 23.52
Structure (SMILES): Cc1ccccc1.CC
Kohn-Sham gap, eV: 9.98

The geometry in XYZ format:
```
23
Properties=species:S:1:pos:R:3:forces:R:3:mulliken_charge:R:1
H 0.369 0.051 4.667 -0.0977 0.5202 -0.1028 0.30
H 2.572 1.322 4.738 -0.0401 0.3890 0.0781 0.27
C 0.418 -0.286 -1.558 -0.7287 0.5164 -0.0787 0.61
H 0.181 1.473 -0.343 0.1580 0.2745 -0.1688 0.35
C -1.634 -1.575 -1.785 0.1047 0.0779 0.3914 -0.45
H 0.163 0.652 2.994 -0.2013 -0.1271 -0.0215 0.22
H -2.116 -2.491 -2.097 -0.0621 0.0705 -0.2286 0.36
H -3.409 -0.777 -0.962 -0.1004 0.1496 0.4016 0.36
H 0.234 -2.066 -2.706 0.0338 -0.2361 0.1357 0.32
H 1.836 0.680 -2.782 0.2515 0.3632 0.0523 0.29
H 2.384 -0.874 -2.222 0.0546 -0.0305 0.1298 0.36
H 2.290 1.904 3.093 -0.0253 0.1471 0.1569 0.24
H 1.460 -0.457 3.468 0.0830 0.2046 -0.3252 0.27
H 2.347 0.470 -1.057 0.1807 0.1864 -0.2054 0.33
C -1.680 0.506 -0.614 -0.2229 -0.1202 0.5611 -0.53
C -0.286 -1.381 -2.048 0.4807 -0.0729 -0.3418 -0.32
C 1.798 1.625 4.030 -0.2743 -0.6051 -0.0797 -0.76
C -2.344 -0.630 -1.054 0.1433 -0.1419 -0.7701 -0.41
H -2.199 1.248 -0.013 -0.0012 -0.0478 -0.1849 0.35
H 1.211 2.472 4.403 0.3436 -0.0899 0.0141 0.26
C 0.885 0.423 3.771 0.2064 -0.4420 0.2601 -0.79
C -0.320 0.648 -0.826 0.1589 -0.2652 0.2755 -0.31
C 1.849 0.025 -1.916 -0.4451 -0.7209 0.0509 -1.32
```
Positions in Å, forces in eV/Å.

[3]
Here is a 2-piece molecular cluster, C9H14 overall at a distorted geometry from OMol25. Energies are from wB97M-V/def2-TZVPD.

Summary:
Maximum force, eV/A: 3.08
Relative energy (zero: lowest compared OMol25 entry of this formula, charge and spin), kJ/mol: 158.81
Structure (SMILES): Cc1ccccc1.CC
Kohn-Sham gap, eV: 9.94

The geometry in XYZ format:
```
23
Properties=species:S:1:pos:R:3:forces:R:3:mulliken_charge:R:1
H -1.986 -2.206 -1.625 -0.2202 -0.4712 -0.6142 0.28
H -3.074 -2.772 -0.379 0.4440 1.2428 -0.4143 0.25
C -0.020 -0.698 0.680 -0.9630 -0.5138 0.8085 -0.81
H 1.472 0.179 2.799 0.4165 -0.2394 -0.2306 0.32
C 1.864 0.522 1.842 -0.5021 1.5241 -0.7114 -0.49
H 2.742 2.313 -1.623 -0.2161 -0.7161 0.1954 0.35
H -0.536 -0.615 1.660 -0.3719 0.4241 -0.7633 0.35
C -3.007 -2.073 -1.280 -0.1754 -1.5609 2.6456 -0.88
H 0.118 -1.783 0.690 1.3932 -0.0564 -0.0293 0.34
C -3.136 -0.583 -0.950 0.5868 1.1685 -2.1457 -0.43
H -2.066 -0.268 -1.010 -1.2555 0.4306 0.7092 0.03
H -3.529 -0.032 -1.854 -0.0378 -0.5802 0.8795 0.26
C 1.134 0.301 0.669 -0.7981 -2.8519 0.2658 0.87
H -0.707 -0.662 -0.189 0.5131 0.8002 0.9496 -0.41
H 3.852 2.821 0.445 0.1678 0.5886 0.1069 0.32
C 3.049 2.112 0.500 1.3885 -0.1872 -1.0401 -0.30
H -3.756 -2.614 -1.840 -0.1781 0.6700 -1.0425 0.35
C 2.874 1.479 1.726 -1.2579 0.1965 -0.5584 -0.51
H 1.064 0.303 -1.449 -0.6629 0.1888 -0.1400 0.34
H 3.373 1.917 2.562 0.4214 -0.2196 0.5442 0.36
C 1.462 0.785 -0.572 1.4728 0.6691 -1.2763 -0.12
C 2.474 1.739 -0.729 -0.5396 0.2764 2.1496 -0.75
H -3.660 -0.165 -0.072 0.3744 -0.7829 -0.2882 0.29
```
Positions in Å, forces in eV/Å.

Q: Among the records above, which one has the highest maximum force?
A: number 3

What did the second record say?
Here is a 2-piece molecular cluster, C9H14 overall from OMol25. Energies are from wB97M-V/def2-TZVPD.

Summary:
Maximum force, eV/A: 0.90
Relative energy (zero: lowest compared OMol25 entry of this formula, charge and spin), kJ/mol: 23.52
Structure (SMILES): Cc1ccccc1.CC
Kohn-Sham gap, eV: 9.98

The geometry in XYZ format:
```
23
Properties=species:S:1:pos:R:3:forces:R:3:mulliken_charge:R:1
H 0.369 0.051 4.667 -0.0977 0.5202 -0.1028 0.30
H 2.572 1.322 4.738 -0.0401 0.3890 0.0781 0.27
C 0.418 -0.286 -1.558 -0.7287 0.5164 -0.0787 0.61
H 0.181 1.473 -0.343 0.1580 0.2745 -0.1688 0.35
C -1.634 -1.575 -1.785 0.1047 0.0779 0.3914 -0.45
H 0.163 0.652 2.994 -0.2013 -0.1271 -0.0215 0.22
H -2.116 -2.491 -2.097 -0.0621 0.0705 -0.2286 0.36
H -3.409 -0.777 -0.962 -0.1004 0.1496 0.4016 0.36
H 0.234 -2.066 -2.706 0.0338 -0.2361 0.1357 0.32
H 1.836 0.680 -2.782 0.2515 0.3632 0.0523 0.29
H 2.384 -0.874 -2.222 0.0546 -0.0305 0.1298 0.36
H 2.290 1.904 3.093 -0.0253 0.1471 0.1569 0.24
H 1.460 -0.457 3.468 0.0830 0.2046 -0.3252 0.27
H 2.347 0.470 -1.057 0.1807 0.1864 -0.2054 0.33
C -1.680 0.506 -0.614 -0.2229 -0.1202 0.5611 -0.53
C -0.286 -1.381 -2.048 0.4807 -0.0729 -0.3418 -0.32
C 1.798 1.625 4.030 -0.2743 -0.6051 -0.0797 -0.76
C -2.344 -0.630 -1.054 0.1433 -0.1419 -0.7701 -0.41
H -2.199 1.248 -0.013 -0.0012 -0.0478 -0.1849 0.35
H 1.211 2.472 4.403 0.3436 -0.0899 0.0141 0.26
C 0.885 0.423 3.771 0.2064 -0.4420 0.2601 -0.79
C -0.320 0.648 -0.826 0.1589 -0.2652 0.2755 -0.31
C 1.849 0.025 -1.916 -0.4451 -0.7209 0.0509 -1.32
```
Positions in Å, forces in eV/Å.

Q: What is the formula in the first record?
A: C9H14

Q: Which value of relative energy (zero: lowest compared OMol25 entry of this formula, charge and spin) does entry 3 give?
A: 158.81 kJ/mol